A 2-piece molecular cluster, C4H13NO3 overall at a distorted geometry, computed with the ωB97M-V functional and the def2-TZVPD basis.

Geometry as ORCA input:
```
! wB97M-V def2-TZVPD RIJCOSX def2/J DEFGRID3
* xyz 0 1
C 0.45 -1.54 -1.08
O 0.97 -2.62 -0.31
C 0.47 -0.24 -0.30
C 0.13 1.04 -1.16
C -1.28 1.49 -0.93
O -1.54 1.88 0.45
N 1.69 -0.01 0.43
H 0.96 -1.51 -2.05
H -0.54 -1.98 -1.28
H 1.81 -2.48 0.10
H -0.39 -0.38 0.38
H 0.25 0.82 -2.23
H 0.92 1.73 -0.87
H -1.99 0.70 -1.12
H -1.66 2.34 -1.52
H -0.84 2.52 0.65
H 2.51 -0.33 -0.03
H 1.63 -0.20 1.43
H -1.46 0.28 3.48
H -1.02 -0.88 2.52
O -1.08 -0.62 3.43
*
```

The energy above the lowest of the compared OMol25 structures with the same formula, charge and spin is 47.6 kcal per mole. Its maximum force is 0.03210 Eh/bohr. The SMILES is N[C@H](CO)CCO.O. As for the gap between HOMO and LUMO: 0.3771 Eh. As for the LUMO energy: 0.8 eV.

***

A 2-piece molecular cluster, C15H18FN3O6S overall at a distorted geometry, computed with the ωB97M-V functional and the def2-TZVPD basis.

Geometry as ORCA input:
```
! wB97M-V def2-TZVPD RIJCOSX def2/J DEFGRID3
* xyz 0 1
C 3.50 1.33 0.88
C 3.86 -0.16 0.52
C 2.62 -1.13 0.39
F 3.01 -2.50 0.55
C 1.41 -0.76 1.29
C 1.48 -0.50 2.64
N 2.71 -0.54 3.36
C 0.18 -0.09 3.41
O -0.06 -0.46 4.54
C -0.81 0.80 2.58
C -1.57 1.88 3.21
C -2.43 2.67 2.29
N -3.19 3.79 2.85
C -2.53 2.39 0.85
C -1.74 1.29 0.23
N -1.77 1.00 -1.16
C -0.89 0.51 1.12
C 0.02 -0.65 0.58
O -0.32 -1.42 -0.30
H 2.47 1.64 0.58
H 3.67 1.54 1.97
H 4.23 1.98 0.32
H 4.42 -0.21 -0.46
H 4.54 -0.61 1.29
H 2.27 -1.05 -0.68
H 3.38 -1.20 2.95
H 2.51 -0.73 4.34
H -1.52 2.10 4.30
H -2.47 4.37 3.29
H -3.46 4.34 2.02
H -3.17 2.98 0.16
H -2.62 1.41 -1.55
H -1.83 0.00 -1.35
C -0.92 -3.19 -4.21
C -1.91 -2.49 -3.29
O -1.83 -1.11 -3.65
S -1.49 -0.99 -5.22
O -2.71 -0.78 -5.92
O -0.36 -0.15 -5.38
O -1.04 -2.52 -5.46
H 0.10 -3.07 -3.85
H -1.14 -4.25 -4.32
H -1.67 -2.63 -2.24
H -2.93 -2.83 -3.48
*
```

Its maximum force is 0.06061 Eh/bohr. The SMILES is CC[C@@H](F)C1=C(N)C(=O)c2cc(N)cc(N)c2C1=O.O=S1(=O)OCCO1. As for the gap between HOMO and LUMO: 0.2855 Eh. As for the LUMO energy: -0.8 eV.

***

Electronic energy (eV)
-11990.4075, -46152.6684
HOMO (eV)
-9.50, -8.55